(1)
# C22H47NO10P

5 unconnected molecules or ions with the total composition C22H47NO10P at a distorted geometry (wB97M-V/def2-TZVPD, the OMol25 dataset).

Structure (XYZ):
```
81
Properties=species:S:1:pos:R:3:forces:R:3
C -15.79754 -5.59562 5.52929 -0.09 -1.09 -0.13
C -14.44751 -6.24781 5.74207 0.50 -0.62 -0.34
C -14.50172 -6.89030 7.12009 0.40 0.61 -0.38
C -14.90316 -5.84988 8.19936 -0.29 -0.64 0.06
P -13.92463 -6.31720 9.61582 -0.43 -0.90 -0.81
C -12.23668 -6.22903 9.01395 2.22 0.37 2.28
C -11.83097 -4.85612 8.43734 1.37 -1.39 -1.87
C -10.31534 -4.51663 8.10962 -1.29 0.96 1.96
C -9.62737 -5.52510 7.30707 0.09 -1.26 -2.88
C -14.40928 -8.07289 9.91278 2.38 -0.34 -0.28
C -15.72894 -8.70578 9.56915 -1.39 2.54 -0.72
C -16.91650 -8.28039 10.44212 0.50 1.29 -0.95
C -16.85573 -8.83480 11.79742 -0.08 -0.87 1.75
C -14.04150 -5.15148 10.94245 -1.65 -0.42 1.46
C -13.49936 -5.37590 12.37756 -1.01 -2.32 -0.51
C -13.57151 -4.10294 13.10220 -0.80 1.43 2.37
C -13.07788 -4.10961 14.58519 -0.17 0.24 -0.99
H -16.01945 -5.38475 4.50567 -0.12 0.14 -0.77
H -15.82529 -4.66474 6.06761 -0.29 0.38 0.31
H -16.54046 -6.31823 5.91908 -0.04 0.67 -0.22
H -13.60942 -5.54940 5.62055 -0.11 0.19 0.37
H -14.16150 -7.06169 5.04510 -0.71 0.36 0.02
H -13.51280 -7.24719 7.35353 0.18 -0.50 -0.15
H -15.18484 -7.74910 7.07703 0.16 0.52 0.09
H -15.96411 -5.94289 8.38646 -0.39 0.02 0.26
H -14.70995 -4.82119 7.92104 0.22 0.17 -0.17
H -12.00627 -7.08746 8.36573 0.25 0.42 0.54
H -11.64360 -6.29658 10.00516 -0.60 -0.62 -1.47
H -12.22587 -4.06491 8.95565 -0.85 1.84 1.97
H -12.34022 -4.73772 7.50712 -0.36 -0.14 -1.13
H -9.72768 -4.34955 9.04274 -0.55 -0.04 -0.36
H -10.32018 -3.53273 7.58327 -0.11 -0.66 0.33
H -9.38468 -6.46282 7.78843 0.01 -0.09 0.50
H -8.70338 -5.11328 6.88195 -0.06 -0.19 0.13
H -10.25993 -5.83253 6.40928 0.66 0.42 0.90
H -14.09373 -8.36142 10.90530 0.14 0.17 0.56
H -13.61426 -8.58525 9.30111 -0.54 0.43 0.45
H -15.55698 -9.73493 9.49337 0.02 -1.75 0.38
H -16.06071 -8.42723 8.57041 0.31 0.06 -0.03
H -17.80589 -8.60132 9.92594 -0.45 0.14 -0.27
H -16.90649 -7.13480 10.48573 -0.23 -1.33 -0.16
H -17.69970 -8.58614 12.45520 0.15 0.17 -0.27
H -15.95150 -8.51424 12.28995 0.36 0.22 0.50
H -16.79809 -9.92745 11.79906 -0.09 -0.03 -0.20
H -15.13310 -4.96228 11.00641 0.19 -0.36 0.28
H -13.74044 -4.18366 10.64690 0.91 1.00 -0.93
H -12.50279 -5.77691 12.43892 0.87 0.09 -0.54
H -14.04214 -6.21636 12.87298 -0.17 0.79 -0.26
H -14.61219 -3.66870 13.19950 0.80 -0.67 -0.63
H -12.98538 -3.37485 12.55827 0.19 0.45 -0.20
H -13.53853 -4.87651 15.17931 -0.58 -0.26 0.11
H -13.38867 -3.12632 14.95962 0.61 -0.21 0.35
H -12.01318 -4.33143 14.69669 0.05 0.49 -0.17
C -20.15605 -12.23045 9.72321 0.32 0.22 0.10
C -20.67189 -12.56150 8.30119 -0.57 -2.98 0.68
O -21.50801 -13.48719 8.16367 0.22 1.42 0.40
N -20.05034 -12.07789 7.23713 2.35 2.84 0.93
H -12.92770 -8.84412 13.44517 0.58 0.26 0.36
H -19.28067 -11.33929 7.35837 -1.39 -1.01 0.06
C -20.51791 -12.17452 5.89273 -1.53 -1.47 0.73
H -19.52621 -11.29600 9.74038 -0.44 -1.07 0.00
H -19.59052 -13.14033 10.11121 -0.54 1.26 -0.63
H -21.01161 -12.09243 10.42556 0.50 -0.10 -0.73
H -20.18212 -13.11951 5.45635 0.30 0.37 -0.51
H -20.22231 -11.26347 5.43314 0.35 0.39 -1.01
H -21.62304 -12.26895 5.89841 0.47 0.25 -0.03
O -16.88935 -9.00533 5.85622 0.72 -0.41 -0.99
C -17.74529 -8.81914 6.90162 -0.85 -3.26 0.13
O -18.25702 -9.87703 7.37616 0.20 -0.27 -0.16
O -17.90679 -7.70146 7.25028 -0.33 4.27 1.38
H -16.99313 -9.94693 5.70589 0.32 -0.38 -0.29
O -9.09881 -8.81387 11.85796 0.03 0.31 0.65
C -10.47194 -8.93120 11.77906 -1.63 0.30 -2.49
O -10.98210 -8.98563 10.62165 0.96 0.26 0.89
O -11.13953 -8.93023 12.83337 0.54 -0.40 0.62
H -8.78622 -8.42967 11.02577 -0.38 -0.49 0.05
O -11.54626 -7.60288 14.96395 -1.89 2.17 2.78
C -12.89105 -7.64818 14.98840 2.07 0.47 0.59
O -13.49159 -8.43829 14.14271 -1.03 -1.04 -1.33
O -13.47464 -6.97919 15.77588 -1.34 0.65 0.99
H -11.25712 -8.15107 14.29837 1.93 -2.45 -3.23
```
Forces are in eV/Å.

Total charge: -1
HOMO, hartree: -0.2342

Löwdin atomic charges, in units of e: atom 1 (C): -0.10, atom 2 (C): -0.25, atom 3 (C): -0.25, atom 4 (C): -0.25, atom 5 (P): 1.01, atom 6 (C): -0.26, atom 7 (C): -0.22, atom 8 (C): -0.26, atom 9 (C): -0.15, atom 10 (C): -0.22, atom 11 (C): -0.22, atom 12 (C): -0.26, atom 13 (C): -0.12, atom 14 (C): -0.27, atom 15 (C): -0.24, atom 16 (C): -0.28, atom 17 (C): -0.08, atom 18 (H): 0.06, atom 19 (H): 0.06, atom 20 (H): 0.07, atom 21 (H): 0.09, atom 22 (H): 0.12, atom 23 (H): 0.07, atom 24 (H): 0.09, atom 25 (H): 0.10, atom 26 (H): 0.09, atom 27 (H): 0.10, atom 28 (H): 0.13, atom 29 (H): 0.06, atom 30 (H): 0.08, atom 31 (H): 0.12, atom 32 (H): 0.12, atom 33 (H): 0.07, atom 34 (H): 0.07, atom 35 (H): 0.10, atom 36 (H): 0.08, atom 37 (H): 0.11, atom 38 (H): 0.11, atom 39 (H): 0.06, atom 40 (H): 0.10, atom 41 (H): 0.13, atom 42 (H): 0.08, atom 43 (H): 0.05, atom 44 (H): 0.09, atom 45 (H): 0.11, atom 46 (H): 0.07, atom 47 (H): 0.11, atom 48 (H): 0.12, atom 49 (H): 0.13, atom 50 (H): 0.10, atom 51 (H): 0.04, atom 52 (H): 0.07, atom 53 (H): 0.08, atom 54 (C): -0.01, atom 55 (C): -0.55, atom 56 (O): -0.04, atom 57 (N): -0.02, atom 58 (H): 0.11, atom 59 (H): 0.10, atom 60 (C): -0.09, atom 61 (H): 0.07, atom 62 (H): 0.09, atom 63 (H): 0.08, atom 64 (H): 0.08, atom 65 (H): 0.07, atom 66 (H): 0.09, atom 67 (O): 0.05, atom 68 (C): -0.89, atom 69 (O): -0.07, atom 70 (O): 0.04, atom 71 (H): 0.09, atom 72 (O): 0.06, atom 73 (C): -0.75, atom 74 (O): -0.06, atom 75 (O): -0.04, atom 76 (H): 0.09, atom 77 (O): 0.14, atom 78 (C): -0.71, atom 79 (O): 0.13, atom 80 (O): 0.09, atom 81 (H): -0.01

---

(2)
# C22H48BBr6F4N4O7

9 unconnected molecules or ions with the total composition C22H48BBr6F4N4O7 at a distorted geometry (wB97M-V/def2-TZVPD, the OMol25 dataset).

Structure (XYZ):
```
92
Properties=species:S:1:pos:R:3:forces:R:3
B 0.97982 0.38604 1.27412 -0.04 -0.95 -1.61
F 0.60769 0.18885 -0.03547 -0.60 1.18 -2.24
F 1.14263 -0.86932 1.67962 -0.19 -3.19 2.49
F 2.21453 0.95870 1.39519 1.65 2.14 -0.03
F 0.01501 1.11309 1.91043 -0.85 1.15 1.08
C -2.14429 -0.67447 -2.56509 1.67 0.37 1.33
C -3.15076 -1.33484 -1.63045 -0.25 -0.03 -1.39
O -3.91176 -0.39633 -0.85888 -0.23 0.02 0.08
C -4.99195 -0.89407 -0.21466 0.20 -0.52 -0.84
O -5.46281 -1.99423 -0.19877 0.77 -0.82 -0.48
O -5.53486 0.10467 0.39761 0.42 2.71 1.44
C -6.69183 -0.09833 1.14690 -2.05 0.15 0.49
H -1.36887 -0.20749 -1.95784 -0.10 0.49 0.30
H -2.41802 0.06045 -3.32211 -0.76 -0.25 0.17
H -1.48556 -1.41145 -3.02447 -0.56 -0.53 -0.33
H -2.67179 -1.97858 -0.89268 0.10 -0.38 -0.51
H -3.82731 -1.83828 -2.32105 -0.24 -0.63 0.65
H -6.99952 0.77270 1.72545 0.86 0.60 -0.35
H -6.66894 -0.85949 1.92678 0.40 -0.58 -0.63
H -7.51140 -0.21134 0.43724 -0.14 -0.69 0.20
C 1.36745 3.75746 3.08582 -0.29 -0.90 2.85
O 1.10947 4.24798 4.20799 0.63 -0.31 -2.80
N 1.67799 4.49910 1.98355 0.89 -0.10 -3.03
C 1.80261 3.92940 0.57549 -1.24 -0.55 1.07
C 1.82140 5.90257 1.93052 0.03 1.10 1.06
H 1.43820 2.67292 2.90989 -0.30 0.23 -0.07
H 2.78320 3.60343 0.22865 0.45 0.35 0.71
H 1.40370 4.70783 -0.07492 0.10 -0.16 0.04
H 1.18366 3.03436 0.51293 -0.10 0.05 0.09
H 2.06728 6.31349 2.90970 0.07 -0.03 -0.08
H 2.52767 6.17196 1.14521 0.06 -0.04 0.21
H 0.85793 6.32432 1.64428 -0.34 0.10 -0.12
C 1.50082 -2.16700 -2.42438 0.97 -1.48 -0.86
O 0.77392 -2.50268 -3.34454 -0.13 0.58 0.29
N 2.84163 -1.92689 -2.55185 -0.29 0.04 0.24
C 3.56720 -1.65876 -1.33671 0.53 -0.19 0.97
C 3.58664 -2.15808 -3.79876 -1.08 1.05 -0.05
H 1.21073 -2.24495 -1.36514 -0.18 0.66 -0.10
H 3.68472 -0.60786 -1.07235 0.23 0.28 -0.52
H 4.53328 -2.16349 -1.33287 0.13 0.20 -0.26
H 3.08294 -2.05072 -0.44230 -0.44 -0.27 -0.18
H 2.89088 -2.01589 -4.62570 -0.20 -0.57 0.05
H 4.28065 -1.33703 -3.97850 0.47 -0.22 0.43
H 4.05658 -3.14065 -3.84138 0.03 0.10 0.08
C 0.08632 2.86912 -4.54254 1.30 -1.14 -0.83
O 0.19332 3.47696 -5.59815 -0.21 -0.09 0.84
N 1.00794 1.94138 -4.09816 -1.12 0.95 0.64
C 0.80689 1.28420 -2.78943 0.36 -0.77 -1.33
C 2.27382 1.64686 -4.76431 -0.09 0.70 0.82
H -0.78165 2.89012 -3.86550 -0.02 0.34 -0.14
H -0.15823 1.45216 -2.31147 0.24 0.44 -0.36
H 1.61959 1.47746 -2.08923 -0.01 0.19 0.05
H 0.84046 0.23238 -3.07342 0.00 -0.28 0.65
H 2.63057 0.70099 -4.35669 -0.18 -0.30 -0.57
H 2.23086 1.72284 -5.85081 -0.28 -0.32 0.17
H 3.02155 2.36373 -4.42509 0.19 0.30 -0.09
C 0.29203 -5.39542 -0.99879 -0.17 -0.84 -0.75
O 0.33569 -6.45903 -1.60773 0.04 0.62 0.93
N 0.14733 -5.20954 0.33928 0.60 -1.40 0.38
C -0.14806 -3.88502 0.78699 -0.75 0.48 -0.27
C -0.14711 -6.36883 1.21749 -0.23 0.59 -0.88
H 0.32600 -4.44863 -1.55971 0.12 0.07 0.07
H 0.18599 -3.22749 -0.01560 0.15 0.34 0.53
H 0.23977 -3.60224 1.76563 0.49 -0.20 -0.22
H -1.22734 -3.74230 0.84068 -0.37 0.05 0.15
H -1.23183 -6.47536 1.22859 -0.13 -0.18 0.32
H 0.26296 -7.28017 0.78226 0.11 0.23 -0.03
H 0.22728 -6.22719 2.23132 0.06 0.19 -0.16
Br -3.70519 1.38835 3.72438 0.59 -0.89 -0.73
C -2.83907 -0.18097 2.81641 0.25 -0.49 0.16
C -1.60047 -0.67576 3.58564 -1.42 0.66 0.25
Br -2.17847 -1.56557 5.26692 0.46 0.43 -0.63
H -2.49202 0.09407 1.82041 -0.16 0.52 0.06
H -3.61584 -0.93499 2.68916 0.01 0.11 0.26
H -1.06337 0.25413 3.77253 0.44 -0.60 0.56
H -1.00021 -1.39453 3.02781 -0.16 0.16 0.02
Br -3.73214 4.53298 0.93739 -0.13 -0.68 -0.18
C -3.46726 2.74583 0.05902 -1.09 0.74 0.61
C -2.00864 2.46438 -0.00810 0.27 0.71 0.03
Br -1.14581 3.89490 -1.13787 -0.18 -0.80 0.28
H -4.06901 2.80519 -0.84789 0.59 -0.03 -0.16
H -3.98356 2.04711 0.71729 0.24 -0.03 0.08
H -1.75356 1.46849 -0.37036 0.02 0.23 -0.36
H -1.58345 2.59240 0.98736 0.09 -0.04 -0.22
Br 3.03611 -0.82752 5.74676 -0.02 0.90 -1.04
C 3.14376 0.07131 3.98370 0.83 0.05 -1.55
C 4.56653 -0.04367 3.33715 -0.81 -1.64 1.53
Br 4.97256 -1.99119 3.07597 -0.01 0.78 -0.15
H 2.94840 1.14351 3.96543 -0.06 0.13 1.07
H 2.37693 -0.30478 3.30649 0.23 -0.62 0.51
H 5.25753 0.26262 4.12253 0.31 0.14 -0.51
H 4.73147 0.40964 2.35971 -0.40 0.14 0.33
```
Forces are in eV/Å.

Multiplicity: 2
Total charge: 0
HOMO (spin up / spin down), hartree: -0.3299 / -0.3299

Löwdin atomic charges, in units of e: atom 1 (B): -1.53, atom 2 (F): 0.14, atom 3 (F): 0.18, atom 4 (F): 0.14, atom 5 (F): 0.15, atom 6 (C): -0.05, atom 7 (C): -0.18, atom 8 (O): 0.01, atom 9 (C): -0.64, atom 10 (O): 0.15, atom 11 (O): -0.01, atom 12 (C): -0.05, atom 13 (H): 0.03, atom 14 (H): 0.09, atom 15 (H): 0.07, atom 16 (H): 0.13, atom 17 (H): 0.13, atom 18 (H): 0.09, atom 19 (H): 0.11, atom 20 (H): 0.11, atom 21 (C): -0.16, atom 22 (O): 0.17, atom 23 (N): 0.00, atom 24 (C): 0.02, atom 25 (C): 0.01, atom 26 (H): 0.13, atom 27 (H): 0.13, atom 28 (H): 0.06, atom 29 (H): 0.06, atom 30 (H): 0.12, atom 31 (H): 0.12, atom 32 (H): 0.14, atom 33 (C): -0.35, atom 34 (O): 0.01, atom 35 (N): -0.17, atom 36 (C): -0.06, atom 37 (C): -0.04, atom 38 (H): 0.11, atom 39 (H): 0.08, atom 40 (H): 0.09, atom 41 (H): 0.08, atom 42 (H): 0.08, atom 43 (H): 0.08, atom 44 (H): 0.10, atom 45 (C): -0.34, atom 46 (O): 0.00, atom 47 (N): -0.17, atom 48 (C): -0.08, atom 49 (C): -0.03, atom 50 (H): 0.08, atom 51 (H): 0.02, atom 52 (H): 0.08, atom 53 (H): 0.07, atom 54 (H): 0.07, atom 55 (H): 0.09, atom 56 (H): 0.09, atom 57 (C): -0.33, atom 58 (O): 0.01, atom 59 (N): -0.19, atom 60 (C): -0.07, atom 61 (C): -0.02, atom 62 (H): 0.11, atom 63 (H): 0.06, atom 64 (H): 0.09, atom 65 (H): 0.09, atom 66 (H): 0.09, atom 67 (H): 0.08, atom 68 (H): 0.08, atom 69 (Br): 0.59, atom 70 (C): -0.63, atom 71 (C): -0.65, atom 72 (Br): 0.58, atom 73 (H): 0.04, atom 74 (H): 0.05, atom 75 (H): 0.04, atom 76 (H): 0.05, atom 77 (Br): 0.54, atom 78 (C): -0.64, atom 79 (C): -0.60, atom 80 (Br): 0.68, atom 81 (H): 0.07, atom 82 (H): 0.01, atom 83 (H): 0.05, atom 84 (H): 0.04, atom 85 (Br): 0.59, atom 86 (C): -0.68, atom 87 (C): -0.60, atom 88 (Br): 0.53, atom 89 (H): 0.04, atom 90 (H): 0.02, atom 91 (H): 0.04, atom 92 (H): 0.05

---

no.,E (eV)
1,-54834.3602
2,-475688.8949